Entry from the Open Molecules 2025 dataset: a 11-piece molecular cluster, C4H28N2O12 overall (the ωB97M-V functional and the def2-TZVPD basis).

Positions of all 46 atoms, in Å:
O1 2.905 1.916 -0.532
O2 -1.451 2.581 -1.256
O3 -0.775 -1.471 2.173
O4 -2.265 1.832 1.276
O5 1.021 3.557 -1.392
O6 2.086 1.942 2.083
O7 -3.429 -1.376 -1.341
O8 -3.667 -0.487 1.054
O9 -0.288 1.027 2.989
O10 0.731 -3.429 -2.559
O11 -0.512 -3.159 -0.093
O12 -0.652 0.159 -2.210
N1 0.470 -0.309 -0.296
N2 1.596 -0.115 -2.354
C1 0.384 -3.084 0.726
C2 0.431 -0.079 -1.641
C3 1.692 -2.410 0.371
C4 1.596 -0.874 0.434
H1 1.526 -0.559 1.472
H2 3.706 2.426 -0.680
H3 -0.989 1.380 2.385
H4 0.116 -3.336 -1.803
H5 -1.361 1.712 -1.709
H6 -2.801 0.993 1.204
H7 -4.627 -0.489 1.114
H8 2.008 -2.764 -0.621
H9 -1.721 -1.435 1.963
H10 2.885 1.668 2.548
H11 2.475 -2.789 1.043
H12 -2.734 -0.822 -1.761
H13 2.439 0.213 -1.904
H14 -2.995 -2.242 -1.330
H15 2.159 2.513 -0.819
H16 2.531 -0.436 0.052
H17 -0.427 -0.486 0.146
H18 0.572 1.377 2.653
H19 0.103 3.160 -1.331
H20 -0.542 -0.602 2.605
H21 2.310 1.863 1.131
H22 0.285 -3.526 1.726
H23 -3.530 -0.914 0.137
H24 1.429 0.239 -3.284
H25 0.975 -2.520 -2.770
H26 0.946 4.402 -0.945
H27 -1.704 2.328 -0.343
H28 -2.907 2.423 1.689

Its energy above the lowest of the compared OMol25 structures with the same formula, charge and spin is 0.0 kJ/mol. The frontier orbital gap comes out at 9.991 eV. The value obtained for the HOMO energy is -9.745 eV. The net charge is 0. As for the SMILES: NC(=O)NCCC=O.O.O.O.O.O.O.O.O.O.O.

Atom charges from the Mulliken analysis, given in e for atoms 1 to 2: -0.6732, -0.8557

Entry from the Open Molecules 2025 dataset: one molecule with the formula C3H4N4 (the ωB97M-V functional and the def2-TZVPD basis).

Positions of all 11 atoms, in Å:
N1 -1.491 1.017 0.599
N2 -0.169 -1.267 -0.304
N3 1.812 0.122 -0.388
N4 -1.473 -1.318 -0.023
C1 0.364 -0.092 -0.114
C2 -2.041 -0.185 0.405
C3 -0.166 1.137 0.329
H1 -3.104 -0.271 0.622
H2 2.447 -0.398 0.222
H3 1.767 1.146 -0.121
H4 2.092 -0.007 -1.362

Its energy above the lowest of the compared OMol25 structures with the same formula, charge and spin is 465.0 kJ/mol. The frontier orbital gap comes out at 7.681 eV. The value obtained for the HOMO energy is -7.664 eV. The net charge is 0.

Atom charges from the Mulliken analysis, given in e for atoms 1 to 2: -0.3710, -0.3009

Entry from the Open Molecules 2025 dataset: C3H6BrO2S as an isolated structure (the ωB97M-V functional and the def2-TZVPD basis).

Positions of all 13 atoms, in Å:
Br1 -3.943 -0.241 -0.128
S1 2.134 -2.079 -0.141
O1 1.206 -1.986 0.984
O2 1.857 -1.096 -1.273
C1 -1.274 0.865 -0.349
C2 0.155 1.235 0.008
C3 -2.080 0.035 0.298
H1 0.544 2.091 -0.451
H2 0.430 1.356 1.149
H3 -1.795 1.352 -1.213
H4 -1.642 -0.518 1.013
H5 3.671 -1.356 0.515
H6 0.735 0.341 -0.410

Its energy above the lowest of the compared OMol25 structures with the same formula, charge and spin is 175.5 kJ/mol. The frontier orbital gap comes out at 6.286 eV. The value obtained for the HOMO energy is -3.366 eV. The net charge is -1.

Atom charges from the Mulliken analysis, given in e for atoms 1 to 2: -0.2316, 0.1763